Density functional theory data (ωB97M-V with the def2-TZVPD basis set) for C18H20MoN4O4SSeSi as an isolated structure in a non-equilibrium geometry.

Last column: natural (NBO) charge in e.
Geometry (Å):
Mo 0.423 0.494 -0.081  1.40
Se 2.730 -0.492 -1.189  2.73
S 0.507 1.246 2.151  0.25
Si -0.179 5.230 -0.814  1.54
O 2.210 0.917 -0.226  -0.76
O 3.696 -0.152 -2.353  -0.85
O 1.088 -0.655 -1.610  -0.90
O 3.050 -1.578 -0.103  -0.94
N 1.823 -0.206 3.988  -0.74
N -1.322 -0.618 -0.757  -0.46
N 0.312 -1.269 1.033  -0.29
N 0.976 -1.371 2.198  -0.32
C -1.614 6.137 -1.602  -1.10
C 1.182 -0.266 2.829  0.31
C -2.611 -2.376 -2.472  -0.08
C -0.539 2.166 -0.430  -0.44
C -0.235 -2.333 0.468  0.36
C 1.458 -5.449 1.628  -0.20
C -1.128 -1.958 -0.642  0.15
C -0.573 3.376 -0.688  0.02
C -0.874 -5.931 1.255  -0.21
C -1.712 -2.849 -1.515  -0.17
C -0.036 -3.692 0.906  -0.10
C -1.098 -4.619 0.903  -0.17
C -2.887 -1.023 -2.515  -0.21
C -2.195 -0.173 -1.667  0.12
C 0.406 -6.357 1.598  -0.11
C -0.016 5.598 1.033  -1.07
C 1.412 5.218 -1.810  -1.10
C 1.246 -4.126 1.303  -0.14
H -1.387 7.204 -1.636  0.27
H -0.989 5.508 1.516  0.26
H -2.339 0.897 -1.719  0.24
H 0.580 -7.395 1.848  0.25
H -1.453 -3.896 -1.464  0.27
H 2.450 -5.779 1.903  0.24
H 0.682 4.916 1.520  0.24
H 2.126 4.493 -1.416  0.25
H -3.597 -0.617 -3.221  0.27
H -2.531 6.007 -1.027  0.26
H 1.888 6.199 -1.803  0.27
H 2.204 -1.046 4.396  0.44
H 1.924 0.663 4.483  0.43
H -3.080 -3.060 -3.164  0.26
H -2.109 -4.288 0.704  0.22
H 2.078 -3.442 1.282  0.25
H 1.199 4.960 -2.849  0.26
H -1.791 5.797 -2.623  0.26
H -1.699 -6.630 1.276  0.25
H 0.344 6.619 1.173  0.27

lowest unoccupied orbital energy	-9.8	eV
ΔE to the lowest compared entry with this formula, charge and spin	8.9	kcal per mole
HOMO	-14.8050	eV
M	591.44	g/mol
charge	+2
2S+1	1